Record 1
{"formula": "C24H35ClF18O12P", "method": "ωB97M-V/def2-TZVPD", "species": ["P", "Cl", "H", "H", "H", "H", "H", "C", "C", "O", "C", "O", "C", "F", "F", "F", "H", "H", "H", "H", "H", "C", "C", "O", "C", "O", "C", "F", "F", "F", "H", "H", "H", "H", "H", "C", "C", "O", "C", "O", "C", "F", "F", "F", "H", "H", "H", "H", "H", "C", "C", "O", "C", "O", "C", "F", "F", "F", "H", "H", "H", "H", "H", "C", "C", "O", "C", "O", "C", "F", "F", "F", "H", "H", "H", "H", "H", "C", "C", "O", "C", "O", "C", "F", "F", "F", "H", "H", "H", "H", "H"], "xyz": [[-1.21559, -2.98370, 1.77953], [-0.09508, -4.27881, 0.07988], [-1.45044, -4.21106, 2.51833], [-2.45996, -3.22183, 1.05444], [-0.96553, -1.80155, 0.94855], [0.07031, -2.85789, 2.36506], [-1.87555, -2.19172, 2.79233], [-2.31460, -8.86646, 0.88474], [-2.19228, -9.35034, 2.31312], [-1.12675, -8.66955, 3.00263], [-1.43578, -7.46103, 3.46648], [-2.49328, -6.91520, 3.39817], [-0.20385, -6.84365, 4.17071], [0.91236, -7.05466, 3.46819], [-0.04064, -7.43387, 5.37743], [-0.36879, -5.55022, 4.34029], [-1.36353, -8.97601, 0.36395], [-3.07376, -9.44767, 0.36010], [-2.59525, -7.81475, 0.85159], [-1.92150, -10.40410, 2.35269], [-3.12354, -9.21515, 2.86278], [2.12323, -3.87438, -2.54302], [2.16336, -2.48746, -3.12421], [3.12900, -2.36953, -4.21653], [2.73367, -2.76744, -5.40283], [1.67028, -3.20443, -5.73537], [3.87582, -2.53657, -6.42600], [5.05996, -2.94332, -5.95744], [3.97231, -1.22483, -6.70884], [3.63133, -3.18566, -7.56166], [3.12135, -4.17445, -2.21854], [1.44684, -3.88183, -1.68202], [1.76758, -4.60466, -3.27047], [2.50339, -1.77041, -2.38034], [1.18594, -2.16939, -3.48253], [-4.21269, 2.49643, -0.38441], [-3.00647, 2.81797, 0.47155], [-3.25656, 2.49828, 1.85722], [-3.11694, 1.20460, 2.15622], [-2.82181, 0.32891, 1.40743], [-3.35676, 0.99584, 3.67163], [-4.43672, 1.68441, 4.08545], [-2.29857, 1.45190, 4.36402], [-3.53823, -0.27819, 3.95711], [-5.09583, 3.01293, -0.00606], [-4.03824, 2.81005, -1.41323], [-4.41393, 1.42615, -0.37963], [-2.78442, 3.88305, 0.46276], [-2.12092, 2.28373, 0.13017], [0.34131, 0.78839, -3.64396], [0.78172, 2.13984, -4.15469], [-0.28363, 3.12476, -4.11785], [-0.49672, 3.72176, -2.96322], [0.07665, 3.56619, -1.92637], [-1.62216, 4.77303, -3.13241], [-2.66046, 4.28750, -3.81765], [-1.14496, 5.83887, -3.80112], [-2.05821, 5.19293, -1.94880], [-0.52995, 0.42867, -4.19160], [1.15679, 0.07980, -3.77341], [0.07817, 0.82105, -2.58693], [1.05744, 2.08517, -5.20521], [1.63519, 2.52479, -3.59820], [0.72357, 8.30219, -3.75457], [1.50950, 9.19218, -4.68839], [2.73524, 9.65931, -4.07690], [3.75454, 8.81895, -4.10392], [3.78947, 7.72264, -4.57766], [4.99141, 9.48469, -3.44992], [4.67066, 10.10056, -2.30821], [5.50261, 10.39981, -4.28834], [5.92691, 8.57881, -3.19479], [0.52734, 8.81732, -2.81376], [-0.22577, 8.03517, -4.21235], [1.26961, 7.38692, -3.53089], [0.95797, 10.09958, -4.92372], [1.74567, 8.68681, -5.62395], [-0.32528, -1.62147, 8.75270], [-0.28405, -0.34454, 7.94254], [0.75005, -0.38864, 6.94125], [0.42827, -1.04961, 5.82769], [-0.60352, -1.59559, 5.59367], [1.60339, -0.97179, 4.82285], [2.77489, -1.20428, 5.44213], [1.65982, 0.26821, 4.30511], [1.45154, -1.84020, 3.84667], [0.65074, -1.82198, 9.19597], [-1.06244, -1.53180, 9.55081], [-0.59536, -2.46948, 8.12507], [-0.02991, 0.50972, 8.56730], [-1.24213, -0.14518, 7.46341]], "mulliken_charge": [0.969, -0.731, -0.395, -0.023, -0.192, -0.293, -0.232, -1.079, -0.240, -0.341, 0.363, -0.512, 0.940, -0.258, -0.295, -0.206, 0.289, 0.365, 0.332, 0.305, 0.314, -0.642, -0.155, -0.295, 0.363, -0.522, 0.893, -0.251, -0.255, -0.246, 0.309, -0.114, 0.322, 0.354, 0.280, -1.092, -0.100, -0.374, 0.254, -0.470, 0.966, -0.284, -0.276, -0.212, 0.309, 0.299, 0.335, 0.268, 0.336, -0.760, -0.320, -0.326, 0.379, -0.494, 0.875, -0.266, -0.263, -0.246, 0.348, 0.023, 0.366, 0.339, 0.328, -1.002, -0.314, -0.311, 0.345, -0.504, 0.900, -0.247, -0.257, -0.236, 0.315, 0.358, 0.306, 0.316, 0.340, -1.143, -0.125, -0.349, 0.320, -0.468, 0.864, -0.277, -0.283, -0.191, 0.303, 0.380, 0.317, 0.349, 0.232], "total_charge": -1, "e_tot_ev": -120753.275}

***

Record 2
{"formula": "C24H35FN2P", "method": "ωB97M-V/def2-TZVPD", "species": ["F", "C", "C", "C", "C", "C", "C", "C", "C", "C", "C", "C", "C", "C", "H", "H", "H", "H", "H", "H", "H", "H", "H", "H", "C", "C", "C", "C", "N", "C", "C", "C", "N", "C", "C", "C", "C", "P", "H", "H", "H", "H", "H", "H", "H", "H", "H", "H", "H", "H", "H", "H", "H", "H", "H", "H", "H", "H", "H", "H", "H", "H", "H"], "xyz": [[5.67493, 0.34823, -2.99042], [4.38526, -0.05780, -2.97565], [4.03999, -1.29412, -2.44809], [2.73230, -1.69881, -2.42069], [1.68935, -0.88498, -2.92260], [0.36294, -1.38726, -2.84012], [-0.91280, -0.86904, -3.19339], [-2.04042, -1.69627, -2.97368], [-3.31240, -1.27634, -3.27981], [-3.52084, -0.02274, -3.81919], [-2.44295, 0.81006, -4.04928], [-1.16718, 0.40545, -3.74283], [2.07051, 0.35747, -3.47154], [3.38435, 0.75548, -3.48888], [4.82546, -1.92488, -2.06944], [2.49042, -2.66520, -2.01257], [0.31223, -2.37532, -2.41453], [-1.89518, -2.67798, -2.55863], [-4.15220, -1.92726, -3.09886], [-4.52030, 0.30547, -4.05925], [-2.61022, 1.78726, -4.47376], [-0.36385, 1.09041, -3.92171], [1.34381, 1.00742, -3.91217], [3.66921, 1.70437, -3.90663], [-3.75556, 1.11788, 2.58943], [-2.29313, 1.46909, 2.27579], [-2.21821, 2.96002, 1.89592], [-1.43392, 1.23769, 3.53209], [-1.83804, 0.66602, 1.08352], [-2.16023, -0.76606, 0.86736], [-1.41900, -1.70777, 1.80856], [0.08796, -1.61393, 1.60113], [0.61341, -0.27311, 1.94737], [2.10869, 0.00924, 1.95090], [2.46664, 0.51705, 3.35844], [2.47931, 1.08454, 0.90817], [2.92298, -1.26177, 1.65049], [-0.10744, 0.98731, 0.92707], [-0.04368, 0.14779, -0.19345], [-3.84599, 0.09054, 2.93953], [-4.15404, 1.77327, 3.36475], [-4.37387, 1.22938, 1.69974], [-1.18895, 3.26799, 1.71370], [-2.79133, 3.15397, 0.98929], [-2.62054, 3.58532, 2.69413], [-0.38751, 1.46413, 3.33898], [-1.76554, 1.88526, 4.34583], [-1.49739, 0.21216, 3.88915], [-3.24735, -0.90772, 0.93763], [-1.90565, -1.00342, -0.17414], [-1.65460, -1.46156, 2.84931], [-1.76530, -2.74174, 1.67365], [0.60129, -2.36235, 2.21899], [0.34804, -1.83734, 0.55944], [2.11978, -0.18357, 4.11841], [3.54361, 0.63120, 3.47378], [2.00217, 1.48287, 3.55546], [2.24816, 0.73772, -0.10321], [1.92720, 2.01221, 1.09050], [3.54720, 1.31979, 0.94415], [2.70055, -1.63700, 0.65171], [3.99158, -1.05029, 1.69471], [2.71629, -2.04840, 2.37548]], "nbo_charge": [-0.278, 0.518, -0.295, -0.064, -0.195, 0.173, -0.202, -0.073, -0.229, -0.075, -0.234, -0.034, -0.072, -0.283, 0.258, 0.233, 0.218, 0.226, 0.242, 0.240, 0.240, 0.199, 0.219, 0.255, -0.619, 0.131, -0.620, -0.626, -0.756, -0.213, -0.436, -0.211, -0.764, 0.143, -0.615, -0.660, -0.624, 0.970, -0.139, 0.205, 0.223, 0.211, 0.217, 0.214, 0.218, 0.216, 0.218, 0.208, 0.209, 0.181, 0.218, 0.216, 0.209, 0.144, 0.220, 0.209, 0.212, 0.196, 0.242, 0.229, 0.190, 0.222, 0.220], "total_charge": 1, "e_tot_ev": -40434.582, "relative_energy_kcal_mol": 13.4}

***

Record 3
{"formula": "C24H36AuN2O4Si", "method": "ωB97M-V/def2-TZVPD", "species": ["Au", "C", "C", "C", "C", "C", "C", "N", "N", "C", "C", "C", "C", "C", "C", "H", "H", "H", "H", "H", "H", "H", "H", "H", "C", "C", "C", "C", "O", "Si", "O", "O", "C", "C", "C", "C", "O", "C", "C", "C", "C", "H", "H", "H", "H", "H", "H", "H", "H", "H", "H", "H", "H", "H", "H", "H", "H", "H", "H", "H", "H", "H", "H", "H", "H", "H", "H", "H"], "xyz": [[-0.96693, 1.45382, 1.67162], [-4.01004, -4.88740, 0.21917], [-2.95879, -4.11724, 0.70828], [-3.09842, -2.74693, 0.85746], [-4.30396, -2.14720, 0.51397], [-5.34746, -2.90516, 0.00936], [-5.20590, -4.27903, -0.13198], [-4.55043, -0.72900, 0.61952], [-3.71552, -0.13498, 1.31089], [-3.96561, 1.27983, 1.45505], [-5.27082, 1.75269, 1.34037], [-5.53629, 3.09805, 1.51307], [-4.48086, 3.95680, 1.79431], [-3.18716, 3.46585, 1.89738], [-2.87272, 2.10490, 1.73681], [-3.89055, -5.95747, 0.10413], [-2.01992, -4.58762, 0.96938], [-2.29164, -2.12937, 1.22989], [-6.26464, -2.40032, -0.26732], [-6.02542, -4.87037, -0.52079], [-6.06497, 1.05113, 1.12233], [-6.55007, 3.47232, 1.43541], [-4.66899, 5.01484, 1.94226], [-2.38717, 4.16164, 2.11997], [0.84447, -2.31443, 1.02711], [2.22768, -2.23102, 0.39121], [3.24731, -2.96821, 1.25012], [2.19827, -2.81361, -1.01799], [2.67658, -0.88528, 0.31046], [1.75907, 0.48874, 0.15038], [0.97743, 0.83709, 1.47724], [2.84327, 1.65904, -0.30010], [4.12888, 1.95123, 0.22829], [5.15911, 1.04255, -0.43328], [4.13384, 1.76595, 1.74309], [4.40791, 3.40676, -0.12295], [0.79978, 0.23316, -1.16323], [0.42820, 1.04976, -2.26812], [0.17213, 2.48683, -1.82359], [1.54467, 0.99665, -3.30591], [-0.84740, 0.43810, -2.83042], [0.55959, -3.36192, 1.15308], [0.09436, -1.82971, 0.39923], [0.83955, -1.81580, 1.99791], [3.00111, -4.03044, 1.32221], [3.26622, -2.54247, 2.25453], [4.24276, -2.86717, 0.81393], [1.84304, -3.84739, -1.00216], [3.20007, -2.79268, -1.45203], [1.53477, -2.22060, -1.64798], [4.90815, -0.00182, -0.25044], [6.15837, 1.24549, -0.03834], [5.16797, 1.21423, -1.51171], [3.97751, 0.71765, 2.00494], [3.32827, 2.34650, 2.19250], [5.08999, 2.09168, 2.16150], [4.36634, 3.54341, -1.20518], [5.39587, 3.70849, 0.23264], [3.65550, 4.05171, 0.33329], [1.05222, 2.89595, -1.32453], [-0.66497, 2.53137, -1.12457], [-0.05462, 3.11481, -2.69008], [2.46763, 1.40220, -2.88952], [1.26915, 1.57240, -4.19338], [1.72495, -0.03919, -3.60161], [-1.62773, 0.44666, -2.06809], [-0.66474, -0.59605, -3.12951], [-1.19824, 0.99966, -3.69955]], "nbo_charge": [0.465, -0.227, -0.198, -0.244, 0.183, -0.238, -0.221, -0.232, -0.150, 0.107, -0.250, -0.254, -0.223, -0.249, -0.318, 0.203, 0.209, 0.251, 0.217, 0.204, 0.216, 0.196, 0.195, 0.201, -0.648, 0.271, -0.612, -0.628, -0.945, 2.494, -1.340, -0.945, 0.275, -0.631, -0.643, -0.612, -0.951, 0.280, -0.650, -0.628, -0.615, 0.194, 0.230, 0.236, 0.194, 0.212, 0.204, 0.193, 0.201, 0.230, 0.235, 0.192, 0.202, 0.227, 0.230, 0.193, 0.205, 0.193, 0.213, 0.232, 0.230, 0.195, 0.224, 0.193, 0.203, 0.224, 0.203, 0.194], "total_charge": -1, "e_tot_ev": -48219.525, "relative_energy_kcal_mol": 0.0}

***

| no. | HOMO level (eV) |
| --- | --- |
| 1 | -3.63 |
| 2 | -10.69 |
| 3 | -5.20 |